No. 1
49
Properties=species:S:1:pos:R:3 method="wB97M-V/def2-TZVPD" e_homo_ha=-0.30874 spin_multiplicity=1 de_lowest_kcal_mol=5.0 lumo_ev=0.5 gap_ev=8.94 smiles="COc1cccc(NC(=O)N2CCC[C@@H]2C(=O)NCc2ccc(Cl)cc2)c1"
C -7.9775 -2.2900 -0.4724
O -7.0828 -1.2064 -0.4101
C -5.7790 -1.4592 -0.0993
C -5.2486 -2.7162 0.1673
C -3.9019 -2.8308 0.4708
C -3.0705 -1.7299 0.5152
C -3.5984 -0.4695 0.2469
N -2.8387 0.7030 0.2654
C -1.4957 0.8482 0.4939
O -0.7404 -0.0779 0.7631
N -1.0322 2.1203 0.3816
C -1.8154 3.3123 0.1071
C -0.7856 4.4420 0.1246
C 0.2631 3.9392 1.1126
C 0.3332 2.4532 0.7779
C 1.3335 2.1878 -0.3707
O 1.9881 3.0701 -0.8905
N 1.3877 0.8958 -0.7179
C 2.2882 0.3959 -1.7367
C 3.4454 -0.3362 -1.1079
C 3.5295 -1.7208 -1.1450
C 4.5796 -2.3824 -0.5327
C 5.5490 -1.6476 0.1291
Cl 6.8654 -2.4668 0.8955
C 5.4785 -0.2643 0.1845
C 4.4261 0.3832 -0.4345
C -4.9479 -0.3437 -0.0571
H -8.0585 -2.8011 0.4923
H -7.6834 -3.0108 -1.2422
H -8.9433 -1.8600 -0.7333
H -5.8643 -3.6006 0.1431
H -3.4929 -3.8082 0.6790
H -2.0272 -1.8342 0.7553
H -3.3672 1.5377 0.0640
H -2.3184 3.2399 -0.8626
H -2.5676 3.4685 0.8931
H -1.2249 5.3937 0.4150
H -0.3265 4.5463 -0.8579
H 1.2284 4.4167 0.9622
H -0.0647 4.0870 2.1417
H 0.6264 1.8277 1.6284
H 0.8264 0.2301 -0.1911
H 2.6491 1.2665 -2.2922
H 1.7347 -0.2651 -2.4095
H 2.7702 -2.2919 -1.6587
H 4.6456 -3.4586 -0.5656
H 6.2404 0.2952 0.7042
H 4.3594 1.4603 -0.3984
H -5.3826 0.6222 -0.2681

***

No. 2
48
Properties=species:S:1:pos:R:3 method="wB97M-V/def2-TZVPD" e_homo_ha=-0.32633 spin_multiplicity=1 de_lowest_kcal_mol=49.6 lumo_ev=0.1 gap_ev=8.95 smiles="O=C(c1ccc(Cl)cc1)c1ccc(OC[C@H](O)CN2CCOCC2)cc1"
O 5.2293 1.0295 -0.3955
C 4.4248 0.8638 0.5008
C 4.8395 0.2706 1.8025
C 6.1093 0.5615 2.2960
C 6.5462 0.0152 3.4867
C 5.7134 -0.8515 4.1791
Cl 6.2500 -1.5441 5.6670
C 4.4576 -1.1774 3.6882
C 4.0224 -0.6127 2.5042
C 3.0017 1.2364 0.3532
C 2.2001 1.5983 1.4382
C 0.8913 1.9722 1.2395
C 0.3361 1.9901 -0.0452
O -0.9623 2.3796 -0.1065
C -1.6362 2.4065 -1.3432
C -2.0912 1.0117 -1.7982
O -2.6303 1.1327 -3.0894
C -3.1390 0.4304 -0.8378
N -3.7379 -0.7505 -1.4396
C -5.0834 -1.0202 -0.9549
C -5.6692 -2.1916 -1.7444
O -4.8774 -3.3475 -1.6131
C -3.5645 -3.0970 -2.0532
C -2.9244 -1.9467 -1.2753
C 1.1358 1.6416 -1.1324
C 2.4531 1.2851 -0.9268
H 6.7448 1.2285 1.7334
H 7.5244 0.2507 3.8754
H 3.8302 -1.8676 4.2303
H 3.0523 -0.8778 2.1110
H 2.6138 1.6142 2.4354
H 0.2649 2.2673 2.0665
H -1.0285 2.8619 -2.1318
H -2.5147 3.0365 -1.1820
H -1.2124 0.3451 -1.8229
H -3.2602 0.4017 -3.1867
H -3.9266 1.1759 -0.7017
H -2.6799 0.2274 0.1411
H -5.7023 -0.1339 -1.1089
H -5.0822 -1.2729 0.1189
H -6.6593 -2.4523 -1.3674
H -5.7444 -1.9090 -2.8058
H -3.0068 -4.0220 -1.8996
H -3.5711 -2.8477 -3.1255
H -1.9226 -1.7622 -1.6654
H -2.8435 -2.2280 -0.2110
H 0.7469 1.6531 -2.1381
H 3.0821 1.0251 -1.7651

***

No. 3
56
Properties=species:S:1:pos:R:3 method="wB97M-V/def2-TZVPD" e_homo_ha="-0.43936 / -0.43730" spin_multiplicity=1 de_lowest_kcal_mol=5.0 lumo_ev="-5.1 / -4.9" gap_ev="6.89 / 6.99" charge=+1
Ru 0.3593 0.8745 -0.0203
C 3.6807 0.9149 0.2792
P 2.1876 1.0765 1.2785
C 2.2861 2.6349 2.1715
C 2.2905 -0.2280 2.5203
H 4.5269 0.7294 0.9421
H 3.8625 1.8294 -0.2844
H 3.5738 0.0801 -0.4122
H 3.2997 2.7832 2.5464
H 1.5859 2.6129 3.0064
H 2.0104 3.4569 1.5133
H 3.2409 -0.1491 3.0505
H 2.2299 -1.2024 2.0363
H 1.4775 -0.1327 3.2383
F -6.3333 1.0520 -0.3771
C -5.1328 0.9829 0.1655
C -4.3216 2.1041 0.1937
F -4.7504 3.2506 -0.3226
C -3.0638 2.0232 0.7624
F -2.3295 3.1340 0.7893
C -2.5784 0.8327 1.2873
Se -0.8318 0.6411 2.0032
C -3.4216 -0.2764 1.2591
F -3.0178 -1.4425 1.7543
C -4.6861 -0.2126 0.7100
F -5.4687 -1.2820 0.6864
C 1.4146 2.7053 -2.2428
C 0.1221 3.1134 -1.5403
C -0.0598 4.6145 -1.5227
C -1.0826 2.4163 -2.1824
O 0.2625 2.6780 -0.1407
H 1.3922 3.0054 -3.2898
H 1.5602 1.6139 -2.2241
H 2.2770 3.1755 -1.7677
H -0.1962 4.9774 -2.5422
H 0.8111 5.1078 -1.0894
H -0.9359 4.8843 -0.9332
H -1.0396 2.5054 -3.2672
H -2.0174 2.8560 -1.8362
H -1.1216 1.3391 -1.9629
O -0.8959 -1.0463 -0.3504
C 0.1989 -1.6330 -0.4431
O 1.2618 -0.8857 -0.5441
C 0.3611 -3.0957 -0.4026
C 1.6249 -3.6711 -0.5041
C 1.7629 -5.0432 -0.3931
C 0.6232 -5.7975 -0.1843
C -0.6448 -5.2545 -0.1012
C -0.7723 -3.8805 -0.2082
N 0.7756 -7.2663 -0.0115
O -0.2394 -7.9250 0.0378
O 1.9054 -7.6963 0.0741
H 2.4914 -3.0461 -0.6690
H 2.7243 -5.5302 -0.4577
H -1.4971 -5.8992 0.0532
H -1.7427 -3.4091 -0.1315

***

No. 4
50
Properties=species:S:1:pos:R:3 method="wB97M-V/def2-TZVPD" e_homo_ha=-0.29288 spin_multiplicity=1 de_lowest_kcal_mol=34.8 lumo_ev=0.3 gap_ev=8.22 smiles="CCOc1ccc(N(Cc2cc3cc(OC)ccc3[nH]c2=O)S(C)(=O)=O)cc1"
C -8.5958 -1.6939 -0.5043
C -7.2659 -1.0600 -0.8815
O -6.3196 -1.4341 0.0998
C -5.0441 -0.9761 -0.0039
C -4.5641 -0.1665 -1.0259
C -3.2412 0.2480 -1.0232
C -2.3718 -0.1471 -0.0156
N -1.0175 0.2447 0.0204
C -0.3532 0.4894 -1.2526
C 1.1335 0.4992 -1.0564
C 1.8509 -0.6227 -0.8394
C 3.2505 -0.5713 -0.5594
C 4.0191 -1.7084 -0.3156
C 5.3678 -1.6069 -0.0082
O 6.0226 -2.7809 0.2092
C 7.3868 -2.7417 0.5519
C 5.9613 -0.3416 0.0583
C 5.2141 0.7919 -0.1838
C 3.8605 0.6968 -0.4966
N 3.1064 1.8091 -0.7607
C 1.7675 1.8152 -1.0311
O 1.1856 2.8681 -1.2593
S -0.6163 1.3016 1.2648
C -1.1806 2.9296 0.7109
O -1.3783 0.9312 2.4181
O 0.8109 1.3173 1.4038
C -2.8504 -0.9735 1.0000
C -4.1673 -1.3724 1.0097
H -9.3538 -1.4288 -1.2358
H -8.4940 -2.7750 -0.4696
H -8.9067 -1.3447 0.4763
H -6.9443 -1.4139 -1.8713
H -7.3639 0.0343 -0.9146
H -5.2061 0.1578 -1.8300
H -2.8976 0.8838 -1.8252
H -0.6426 -0.3220 -1.9271
H -0.6480 1.4506 -1.6941
H 1.3630 -1.5871 -0.8414
H 3.5681 -2.6869 -0.3569
H 7.5523 -2.1953 1.4859
H 7.9905 -2.2948 -0.2448
H 7.6847 -3.7802 0.6868
H 7.0064 -0.2342 0.3003
H 5.6820 1.7639 -0.1281
H 3.5437 2.7191 -0.6746
H -0.5149 3.2690 -0.0748
H -2.2034 2.8247 0.3726
H -1.1281 3.5848 1.5698
H -2.1779 -1.2767 1.7839
H -4.5486 -2.0049 1.7951

***

No. 5
52
Properties=species:S:1:pos:R:3 method="wB97M-V/def2-TZVPD" e_homo_ha=-0.30101 spin_multiplicity=1 de_lowest_kcal_mol=41.9 lumo_ev=0.6 gap_ev=8.79 smiles="COc1ccccc1NC(=O)Nc1ccnn1C1CCN(C(=O)c2cscn2)CC1"
C 4.7426 -3.6492 0.4667
O 3.3836 -3.4906 0.7908
C 2.8435 -4.3058 1.7587
C 3.5339 -5.2848 2.4501
C 2.8814 -6.0531 3.4046
C 1.5427 -5.8467 3.6698
C 0.8390 -4.8682 2.9857
C 1.4776 -4.0937 2.0314
N 0.8478 -3.0919 1.2912
C -0.4507 -2.6995 1.3338
O -1.3080 -3.1102 2.0849
N -0.7684 -1.6995 0.4242
C 0.0036 -1.1566 -0.5881
C 0.9436 -1.7141 -1.4389
C 1.3436 -0.6517 -2.2579
N 0.7092 0.4581 -1.9463
N -0.0901 0.1577 -0.9192
C -0.9994 1.1373 -0.3669
C -0.3189 2.5130 -0.3600
C -1.3354 3.6458 -0.4367
N -2.0911 3.5639 -1.6697
C -2.8055 4.5644 -2.2255
O -3.4146 4.4151 -3.2764
C -2.8531 5.8818 -1.5410
C -3.3215 6.9896 -2.1963
S -3.3339 8.3521 -1.1658
C -2.7134 7.3282 0.0941
N -2.5187 6.1089 -0.2405
C -2.1634 2.2514 -2.2858
C -2.2948 1.1937 -1.1992
H 4.9467 -2.9123 -0.3090
H 5.3865 -3.4540 1.3299
H 4.9480 -4.6513 0.0776
H 4.5798 -5.4620 2.2556
H 3.4333 -6.8137 3.9356
H 1.0367 -6.4452 4.4111
H -0.2056 -4.6962 3.1829
H 1.4674 -2.6097 0.6532
H -1.7169 -1.3650 0.5199
H 1.2670 -2.7330 -1.4929
H 2.0563 -0.6609 -3.0578
H -1.2283 0.8230 0.6578
H 0.3495 2.5618 -1.2202
H 0.2813 2.6308 0.5423
H -0.8123 4.6028 -0.3953
H -2.0124 3.6053 0.4259
H -3.6491 7.0450 -3.2141
H -2.5153 7.7157 1.0735
H -1.2669 2.0574 -2.8849
H -3.0295 2.2537 -2.9514
H -3.1405 1.4409 -0.5558
H -2.4869 0.2213 -1.6554

***

No. 6
52
Properties=species:S:1:pos:R:3 method="wB97M-V/def2-TZVPD" e_homo_ha=-0.28373 spin_multiplicity=1 de_lowest_kcal_mol=165.5 lumo_ev=-0.3 gap_ev=7.38 smiles="COc1ccc(OC)c(/C=N/Nc2nncn2/N=C/c2cc(OC)ccc2OC)c1"
C 7.7836 2.5193 -3.4829
O 6.6510 2.6053 -2.6537
C 5.7225 1.6102 -2.7175
C 5.8033 0.4935 -3.5422
C 4.7931 -0.4528 -3.5049
C 3.6939 -0.3218 -2.6715
O 2.7173 -1.2946 -2.7295
C 2.8128 -2.2717 -1.7159
C 3.5940 0.8118 -1.8405
C 2.4713 1.0896 -0.9671
N 1.5121 0.2585 -0.8226
N 0.4668 0.5242 -0.0305
C 0.1911 1.6233 0.7149
N 0.8769 2.7167 0.9102
N 0.1654 3.4990 1.7531
C -0.9292 2.8924 2.0676
N -0.9923 1.6689 1.4370
N -1.8810 0.6588 1.4037
C -2.9473 0.6919 2.1068
C -3.8956 -0.3944 2.0594
C -3.6888 -1.4804 1.2047
C -4.5941 -2.5257 1.1514
O -4.4810 -3.6214 0.3532
C -3.3628 -3.7148 -0.4977
C -5.7238 -2.4774 1.9720
C -5.9415 -1.4125 2.8209
C -5.0384 -0.3551 2.8817
O -5.1774 0.7301 3.6913
C -6.3035 0.8075 4.5333
C 4.6178 1.7549 -1.8846
H 8.3800 1.6285 -3.2597
H 7.5080 2.5161 -4.5426
H 8.3737 3.4090 -3.2684
H 6.6367 0.3457 -4.2104
H 4.8487 -1.3207 -4.1455
H 3.7605 -2.8200 -1.7866
H 2.7275 -1.8255 -0.7216
H 1.9840 -2.9577 -1.8800
H 2.4845 2.0498 -0.4536
H -0.2477 -0.1937 -0.0197
H -1.6810 3.2841 2.7184
H -3.1977 1.5190 2.7690
H -2.8016 -1.4607 0.5950
H -3.4815 -4.6534 -1.0361
H -3.3331 -2.8879 -1.2139
H -2.4276 -3.7391 0.0704
H -6.4264 -3.2940 1.9271
H -6.8264 -1.4154 3.4366
H -6.3289 -0.0219 5.2466
H -6.1979 1.7454 5.0764
H -7.2343 0.8259 3.9584
H 4.5641 2.6332 -1.2599

***

no.,electronic energy (Eh)
1,-1625.569569
2,-1591.212301
3,-4542.942380
4,-1659.223396
5,-1727.806454
6,-1404.679226